Model a:
34
Properties=species:S:1:pos:R:3:mulliken_charge:R:1 method="wB97M-V/def2-TZVPD" homo_energy_ev=-8.960 lumo_ha=0.0204 smiles="NC(=O)C[C@H](N)C(=O)N[C@@H](Cc1c[nH]cn1)C(=O)O" spin_multiplicity=1 orbital_gap_ev=9.51
H -2.951 1.153 -1.888 0.2698
C -0.255 1.392 0.111 0.5007
C -0.062 0.810 -1.308 0.1792
H 2.071 0.167 0.216 0.4243
C -1.648 2.049 0.070 -1.2157
H -0.090 0.696 0.900 0.4912
N -1.525 -1.617 1.819 0.0623
O -3.295 0.744 1.311 -0.6312
N 0.860 2.346 0.283 -0.5954
O -0.846 1.100 -2.215 -0.7661
O 3.648 0.438 -1.925 -0.4384
H 1.525 -2.599 -0.710 0.4135
N 0.951 -0.054 -1.477 -0.0237
C -0.663 -1.646 2.874 -0.2819
H -2.510 -1.777 1.838 0.2299
H 4.589 0.091 -2.206 0.3809
N 0.543 -1.795 2.427 -0.7214
C 3.303 -0.721 -1.315 0.1838
H -1.699 2.782 0.859 0.4145
H 0.935 -0.635 -2.258 0.2471
C -0.843 -1.910 0.667 -0.5788
C -2.894 1.150 0.204 0.2791
H -1.369 -1.761 -0.280 0.3709
H 1.175 2.572 1.216 0.2330
H -0.975 -1.490 3.888 0.4294
H -4.146 0.059 -1.023 0.2608
C 0.470 -1.904 1.045 0.4638
N -3.473 0.849 -1.051 -0.3992
C 1.979 -0.564 -0.571 0.1138
H 0.677 3.279 -0.143 0.2336
O 4.075 -1.649 -1.293 -0.5803
C 1.632 -1.901 0.095 -0.7671
H -1.660 2.445 -0.920 0.4862
H 2.471 -2.099 0.758 0.3314

=====

Model b:
34
Properties=species:S:1:pos:R:3:mulliken_charge:R:1 method="wB97M-V/def2-TZVPD" homo_energy_ev=-8.641 lumo_ha=0.0227 smiles="NC(=O)C[C@H](NC(=O)[C@@H](N)Cc1c[nH]cn1)C(=O)O" spin_multiplicity=1 orbital_gap_ev=9.26
N 3.808 0.678 0.652 -0.4857
H -3.819 0.397 -0.994 0.5102
N -3.368 3.146 -0.275 -0.4424
H -1.872 -2.719 0.422 0.4533
C -3.510 -1.847 -0.122 0.4347
C 4.210 -1.293 -0.316 -0.7826
H -4.610 0.306 0.477 0.5423
H 5.489 1.678 -0.119 0.3678
O -2.733 -2.959 -0.079 -0.5467
O -0.488 -2.155 0.837 -0.7640
C 4.840 0.763 -0.043 -0.2317
C -2.890 1.971 0.283 0.4666
H -1.259 0.513 -0.719 0.4457
H 1.862 0.147 1.687 0.3497
H -2.907 3.962 -0.107 0.2278
H 5.760 -0.443 -1.564 0.2504
C 1.967 -0.688 1.034 -0.9638
O -4.687 -1.937 -0.458 -0.5949
N 5.188 -0.397 -0.717 -0.1207
H -3.927 3.072 -1.092 0.1958
N -1.471 -0.435 -0.418 -0.3268
O -1.820 2.074 0.809 -0.5481
C 0.974 -0.431 -0.271 0.4083
H 2.032 1.180 -0.697 0.2582
H 1.315 -0.894 -1.186 0.2891
H 1.688 -1.507 1.621 0.5992
H -2.374 -0.758 1.381 0.3478
H 4.313 -2.272 -0.753 0.4678
H 0.736 1.642 0.182 0.2108
C 3.323 -0.659 0.549 0.5194
C -2.777 -0.565 0.312 0.1411
N 1.065 1.015 -0.491 -0.6742
C -0.407 -1.099 0.107 0.1931
C -3.650 0.513 0.071 -1.1978

=====

Energies, relative to the best one, in kcal/mol: model a 0.0; model b 33.3.

=====

Model a:
61
Properties=species:S:1:pos:R:3:mulliken_charge:R:1 method="wB97M-V/def2-TZVPD" homo_energy_ev=-7.733 lumo_ha=0.0117 smiles="CCOC(=O)C1CCN(C(=O)c2cn(CCOC)c(=O)c3c2c2ccccc2n3C)CC1" spin_multiplicity=1 orbital_gap_ev=8.05
H -3.163 -4.361 3.624 0.3260
C 4.636 0.929 0.587 -0.6904
H -1.668 -4.297 2.651 0.4023
C 2.715 0.022 4.487 -1.1146
C -2.003 2.542 -3.831 -0.1428
H 0.223 -5.321 5.469 0.2860
C -0.890 2.307 -2.821 0.9214
C 4.166 0.728 1.865 -0.6016
H 0.380 1.474 -0.502 0.1409
H -0.958 3.678 -7.384 0.3108
H 0.173 -3.589 5.072 0.1534
C 0.040 -1.295 3.669 0.5798
N -0.581 -0.213 -1.304 0.3156
C -1.159 -1.870 1.636 -0.4488
H -0.045 1.051 -4.383 0.5459
C 2.655 -0.042 -0.402 -0.0678
H -2.473 4.481 -7.824 0.3950
H 0.948 1.167 -2.931 0.2435
H 3.652 -0.518 4.643 0.3441
C -1.483 2.047 -1.431 -1.7071
H -1.762 -0.240 -3.043 0.4266
C -0.232 -1.339 0.799 0.0728
O -1.576 3.301 -4.837 -0.2673
H -3.047 -2.065 3.467 0.5039
H 4.751 1.014 2.726 0.4712
H -2.486 1.633 -1.555 0.3492
O -0.459 -2.463 -1.281 -0.6923
H -0.208 -1.083 -3.136 0.4641
C -0.431 -1.403 -0.683 -0.0047
H -0.245 3.188 -2.827 0.5823
O 0.079 -1.293 4.897 -0.7810
C -2.505 3.546 -5.898 -0.2171
N -1.036 -1.861 2.995 0.1612
C 2.143 -0.236 0.880 0.4574
H -1.572 2.981 -0.877 0.5273
N 2.234 -0.189 3.150 -0.1022
H -2.064 -2.316 1.252 0.6488
H 1.966 -0.345 5.186 0.3439
H -1.384 5.221 -6.640 0.3102
H 2.886 1.086 4.664 0.3320
C 2.914 0.136 2.011 -0.6377
H -2.905 2.586 -6.244 0.3177
H -1.907 -2.237 4.824 0.4192
C -0.078 1.084 -3.293 -0.9643
C -0.707 -0.190 -2.751 -0.9738
C -1.782 4.280 -7.010 -1.2122
H 2.098 -0.367 -1.267 0.6371
C 0.937 -0.797 1.395 1.6902
C -0.116 -4.590 4.737 -0.5245
O -3.111 2.078 -3.762 -0.5922
H 5.604 1.386 0.443 0.3930
C -2.087 -2.487 3.775 -1.0958
H 0.354 -4.798 3.768 0.2793
C 1.043 -0.764 2.789 -0.6708
C -0.632 1.067 -0.630 -0.3832
C 3.895 0.542 -0.534 -0.9456
C -2.124 -4.024 3.617 -0.3718
O -1.517 -4.732 4.661 -0.4141
H -1.066 0.930 0.364 0.5538
H 4.312 0.700 -1.517 0.4295
H -3.338 4.138 -5.504 0.2883

=====

Model b:
61
Properties=species:S:1:pos:R:3:mulliken_charge:R:1 method="wB97M-V/def2-TZVPD" homo_energy_ev=-7.882 lumo_ha=0.0162 spin_multiplicity=1 orbital_gap_ev=8.32
H -3.357 -2.725 -1.805 0.4838
H -5.308 -1.531 -2.083 0.4349
C 2.115 -4.825 0.458 -0.5706
H 1.510 6.485 1.653 0.2301
O 4.554 4.087 -0.375 -0.4349
H 0.396 5.559 0.616 0.3604
O 2.379 4.950 0.719 -0.4390
H 5.640 3.486 -2.040 0.3575
H 5.613 -3.233 0.599 0.3910
H 0.286 3.218 0.695 0.5301
C -3.429 -1.885 -1.106 -0.9472
H 6.180 2.801 -0.480 0.3599
C -1.365 -1.269 0.064 0.0539
H -3.990 1.420 -0.311 0.1888
C 2.268 -3.472 0.167 0.3606
C -4.552 -0.944 -1.555 -0.6711
C 3.521 1.954 -0.951 -0.6080
N -2.148 -1.221 -1.033 0.0866
H -4.140 -0.204 -2.269 0.3612
C 4.465 -5.018 0.878 -0.3476
C -0.039 -0.564 -0.093 -0.0815
C 5.763 3.687 -0.970 -0.9159
H -5.428 0.334 2.168 0.3671
C -7.130 0.994 0.337 -0.6526
C 1.227 1.582 -0.298 -0.4999
H -0.916 1.311 -0.218 0.5040
H 6.445 4.525 -0.838 0.2354
C 3.206 -5.592 0.820 -0.5819
H -7.992 1.590 0.031 0.3617
H 3.076 -6.638 1.054 0.3833
O -6.297 1.851 1.080 -0.3859
H -4.537 1.880 2.051 0.3754
H -1.739 -0.912 -1.900 0.2856
C 3.506 3.220 -0.392 1.1928
H 3.695 -1.866 -0.045 0.5025
O 0.089 -3.234 -0.759 -0.6107
C 1.045 -2.716 -0.215 0.4475
N -5.224 -0.299 -0.443 -0.0278
H -6.134 1.262 -1.559 0.3379
O -1.706 -1.728 1.133 -0.6745
C 2.315 3.690 0.210 0.7972
C -5.143 1.159 1.500 -0.8536
H -3.514 0.025 0.705 0.1461
H 2.427 0.182 -1.397 0.7269
C -4.361 0.589 0.318 0.0394
C -6.402 0.430 -0.882 -0.5924
H -7.465 0.159 0.970 0.3521
H 4.409 1.583 -1.438 0.3837
N 1.072 -1.381 0.073 -0.0567
H 0.916 4.895 2.191 0.3659
C 4.629 -3.677 0.568 -0.7920
C 1.201 2.876 0.239 -0.5082
H 5.321 -5.614 1.157 0.3878
H 1.125 -5.252 0.400 0.4354
C 0.020 0.770 -0.223 -0.5974
C 1.229 5.486 1.324 -0.9127
C 3.538 -2.903 0.216 -0.1427
C 2.397 1.142 -0.904 -1.1100
H 1.901 -0.960 0.470 0.4216
H -7.065 -0.255 -1.416 0.4043
H -3.647 -2.275 -0.111 0.3626

=====

Energies, relative to the best one, in kcal/mol: model a 0.0; model b 49.3.

=====

Model a:
16
Properties=species:S:1:pos:R:3:lowdin_spin:R:1 method="wB97M-V/def2-TZVPD" s_squared=2.012 homo_energy_ev="-4.732 / -9.586" lumo_ha="0.0321 / -0.0970" spin_multiplicity=3 orbital_gap_ev="5.60 / 6.95"
H -0.798 2.327 0.112 0.0791
N -2.079 0.728 -0.065 0.7764
H 2.013 -0.778 1.289 0.0202
H 1.761 0.891 1.426 0.0050
C 1.121 -0.049 -1.279 0.0401
H -2.226 -0.807 -1.131 0.0180
H -2.631 -1.274 0.582 0.0116
O -0.580 -1.197 0.140 0.0183
H 1.968 -0.646 -1.203 0.0132
H 0.386 -0.356 -1.976 0.0015
C 1.219 -0.028 1.227 0.0578
H 0.792 -0.208 2.152 0.0059
C -1.000 1.301 0.087 0.5856
C -1.875 -0.720 -0.063 0.0874
C 0.384 -0.049 0.054 0.2732
H 1.545 0.866 -1.352 0.0066

=====

Model b:
16
Properties=species:S:1:pos:R:3:lowdin_spin:R:1 method="wB97M-V/def2-TZVPD" s_squared=2.013 homo_energy_ev="-9.800 / -10.835" lumo_ha="0.0246 / -0.1222" spin_multiplicity=3 orbital_gap_ev="10.47 / 7.51"
H 1.371 1.368 -0.610 0.0038
O 0.395 0.257 1.422 1.1290
H -0.307 -1.372 -1.399 0.0035
H -1.970 1.195 1.049 0.0005
C -1.795 0.367 0.356 0.0305
C 0.026 -1.345 -0.365 0.0633
H -2.261 -0.515 0.828 0.0002
H -0.612 -2.051 0.182 0.0014
H -2.098 0.621 -0.692 0.0023
H 0.304 0.886 -1.927 0.0059
C 2.350 -0.353 1.316 0.5099
C 0.406 1.087 -0.820 0.0726
H 1.113 -1.697 -0.268 0.0107
C -0.124 0.068 0.176 0.0998
N 3.474 -0.459 1.435 0.0653
H -0.272 1.945 -0.683 0.0014

=====

Energies, relative to the best one, in kcal/mol: model a 26.1; model b 0.0.

=====

Model a:
16
Properties=species:S:1:pos:R:3:mulliken_charge:R:1 method="wB97M-V/def2-TZVPD" total_charge=+1 homo_energy_ev=-15.049 lumo_ha=-0.1160 smiles="CC1=C[N@@H+](C)C1" spin_multiplicity=1 orbital_gap_ev=11.89
H -1.283 0.112 -2.815 0.3009
C -1.538 0.705 -1.947 -1.2039
H 1.212 1.765 -0.407 0.4665
C -0.246 -1.015 -0.111 -0.4428
H 0.544 0.389 2.391 0.3691
H 0.123 -1.757 -0.712 0.4042
H 1.908 -0.784 0.206 0.4110
H -0.932 -1.037 0.654 0.3564
H 1.302 -1.268 2.201 0.3991
C 0.618 0.912 -0.440 -0.4284
C 1.206 -0.215 1.891 -1.0005
H -1.525 1.732 -2.153 0.3740
C -0.507 0.353 -0.886 0.3703
N 0.996 -0.401 0.471 -0.0958
H 2.147 0.187 2.078 0.3986
H -2.630 0.585 -1.624 0.3213

=====

Model b:
16
Properties=species:S:1:pos:R:3:mulliken_charge:R:1 method="wB97M-V/def2-TZVPD" total_charge=+1 homo_energy_ev=-13.773 lumo_ha=-0.1299 smiles="C/C=C/[C@@H]1C[NH2+]1" spin_multiplicity=1 orbital_gap_ev=10.24
C -0.997 1.072 0.080 -0.0358
C -0.639 -0.166 0.405 -0.4794
H -2.466 1.364 -1.262 0.2869
H -2.649 2.588 -0.002 0.3011
C 1.729 -0.730 -0.716 -0.3010
H 2.774 -0.355 -0.964 0.2928
H -0.247 1.800 0.395 0.3312
C 1.123 -0.360 0.609 -0.2500
H 1.659 0.348 1.154 0.4600
H 1.059 -2.585 0.400 0.3811
H 2.539 -1.803 0.879 0.2694
N 1.720 -1.666 0.420 -0.1684
H 1.041 -0.748 -1.640 0.2768
H -1.053 -1.095 0.155 0.3408
C -2.413 1.474 -0.167 -1.0618
H -3.180 0.861 0.255 0.3562

=====

Model c:
16
Properties=species:S:1:pos:R:3:mulliken_charge:R:1 method="wB97M-V/def2-TZVPD" total_charge=+1 homo_energy_ev=-13.199 lumo_ha=-0.1442 smiles="C=C[C@@H]1C[C@H]1[NH3+]" spin_multiplicity=1 orbital_gap_ev=9.28
C -1.160 0.237 0.496 -0.0925
H 1.872 0.870 1.163 0.2248
C 1.705 0.114 0.389 -0.4435
H -0.117 2.060 -0.240 0.2764
H -3.107 -0.954 0.702 0.3758
C 2.867 -0.485 0.153 -0.8770
H -2.623 -0.154 -0.774 0.4145
H -1.173 0.770 1.468 0.3547
N -2.257 -0.685 0.079 -0.3103
H -0.906 1.156 -1.660 0.2573
H 2.947 -1.242 -0.520 0.3250
H 3.788 -0.037 0.397 0.2886
H 0.190 -1.147 -0.598 0.1125
H -1.787 -1.497 -0.458 0.3945
C 0.263 -0.121 -0.017 0.2992
C -0.500 1.116 -0.579 -0.6002

=====

Energies, relative to the best one, in kcal/mol: model a 0.0; model b 21.5; model c 13.3.

=====

Model a:
13
Properties=species:S:1:pos:R:3:mulliken_charge:R:1 method="wB97M-V/def2-TZVPD" homo_energy_ev=-8.251 lumo_ha=-0.0107 spin_multiplicity=1 orbital_gap_ev=7.96
Si 2.152 -0.542 -0.666 0.5130
C -1.003 1.121 -0.143 -0.2976
H -2.409 -0.352 -0.782 0.2428
H -1.542 2.010 0.382 0.2757
H 2.457 -1.785 0.019 -0.0837
N 0.412 1.179 0.338 -0.6600
H 0.581 0.869 1.337 0.2263
H -0.837 1.256 -1.235 0.2552
H -0.798 -1.012 0.026 0.0570
H 1.504 -0.958 -1.909 -0.0823
H 3.281 0.292 -0.859 -0.0889
C -1.718 -0.279 0.131 -0.6853
H -2.181 -0.535 1.051 0.3280

=====

Model b:
13
Properties=species:S:1:pos:R:3:mulliken_charge:R:1 method="wB97M-V/def2-TZVPD" homo_energy_ev="-8.137 / -7.091" lumo_ha="0.0344 / 0.0206" spin_multiplicity=1 orbital_gap_ev="9.07 / 7.65"
H -0.925 -1.213 -1.178 0.2771
H 0.850 -2.005 0.198 0.4097
H -2.238 0.903 -1.190 -0.1104
H 2.551 -0.126 -0.928 0.3090
H -1.170 1.257 0.994 -0.0983
H 0.379 -0.753 1.591 0.2917
C 0.244 -1.210 0.526 -0.7115
Si -1.950 0.446 0.110 0.2696
N -0.975 -0.908 -0.273 -0.1931
C 1.972 0.600 -0.444 -0.8481
H -3.301 0.007 0.871 -0.0880
H 2.315 0.814 0.624 0.2231
H 1.595 1.486 -0.994 0.2692

=====

Energies, relative to the best one, in kcal/mol: model a 0.0; model b 8.5.